Below is a molecular structure, C29H60Cl18GaN2O, with properties calculated with wB97M-V/def2-TZVPD.

ORCA input file:
```
! RIJCOSX wB97M-V def2-TZVPD def2/J DEFGRID3
* xyz -1 1
C 0.09 -3.24 -4.57
C 1.17 -2.93 -3.54
N 2.37 -3.03 -3.94
C 0.73 -2.57 -2.14
Ga 1.96 -1.35 -1.08
O 2.57 0.06 -2.18
C 3.58 -2.32 -0.35
C 3.54 -2.77 1.13
C 3.67 -4.29 1.33
C 2.29 -5.00 1.25
C 4.35 -4.63 2.66
N 0.90 -0.62 0.40
C -0.21 -0.05 0.20
C -0.64 0.58 -1.13
C -1.23 0.09 1.33
H 0.25 -4.25 -4.97
H 0.15 -2.53 -5.40
H -0.91 -3.20 -4.14
H 3.02 -2.77 -3.19
H -0.29 -2.17 -2.18
H 0.64 -3.51 -1.57
H 3.35 0.39 -1.71
H 4.47 -1.69 -0.51
H 3.72 -3.20 -0.99
H 2.60 -2.45 1.61
H 4.34 -2.27 1.69
H 4.30 -4.68 0.52
H 1.53 -4.31 0.88
H 1.98 -5.32 2.25
H 2.30 -5.87 0.58
H 4.41 -5.71 2.82
H 3.78 -4.20 3.49
H 5.37 -4.23 2.70
H -1.73 0.68 -1.22
H -0.21 1.59 -1.19
H -0.25 0.03 -1.98
H -2.04 0.79 1.11
H -1.66 -0.91 1.47
H -0.74 0.38 2.26
Cl -0.90 -3.37 2.41
C -1.57 -3.80 4.00
C -0.51 -3.93 5.07
Cl 0.54 -5.35 4.82
H -2.12 -4.74 3.90
H -2.26 -3.01 4.28
H -0.99 -4.06 6.04
H 0.13 -3.05 5.09
Cl 3.34 4.18 -3.84
C 2.92 3.37 -2.29
C 4.09 3.36 -1.34
Cl 5.37 2.25 -1.90
H 2.60 2.35 -2.53
H 2.10 3.94 -1.86
H 3.75 3.00 -0.38
H 4.53 4.35 -1.22
Cl 4.53 3.04 2.54
C 3.98 1.35 2.25
C 2.50 1.28 1.95
Cl 1.53 1.77 3.38
H 4.23 0.78 3.14
H 4.54 0.96 1.40
H 2.19 0.27 1.67
H 2.23 1.96 1.14
Cl 1.39 6.89 -1.89
C 1.76 7.33 -3.58
C 0.83 8.40 -4.11
Cl -0.85 7.80 -4.31
H 1.70 6.42 -4.17
H 2.78 7.71 -3.60
H 1.17 8.71 -5.09
H 0.79 9.26 -3.45
Cl -1.29 6.13 6.69
C -0.65 4.63 5.97
C -0.71 4.63 4.46
Cl -2.38 4.58 3.85
H -1.23 3.80 6.38
H 0.39 4.54 6.29
H -0.19 3.75 4.09
H -0.24 5.53 4.05
Cl -1.61 -6.09 -6.31
C -0.73 -7.31 -7.27
C 0.22 -8.11 -6.41
Cl 1.55 -7.11 -5.78
H -0.19 -6.78 -8.04
H -1.47 -7.97 -7.72
H 0.65 -8.91 -7.00
H -0.30 -8.54 -5.55
Cl -5.16 5.95 -0.80
C -6.00 5.01 0.46
C -5.02 4.29 1.37
Cl -4.16 2.98 0.53
H -6.66 4.31 -0.04
H -6.58 5.71 1.05
H -5.57 3.84 2.19
H -4.27 4.97 1.76
Cl -4.05 -5.32 6.01
C -3.88 -6.56 7.28
C -3.41 -5.97 8.59
Cl -1.72 -5.40 8.49
H -3.19 -7.31 6.91
H -4.86 -7.01 7.42
H -3.44 -6.74 9.36
H -4.03 -5.13 8.89
Cl -5.72 8.73 -4.56
C -4.75 7.32 -5.06
C -4.91 7.01 -6.53
Cl -6.55 6.43 -6.93
H -5.05 6.47 -4.45
H -3.71 7.56 -4.87
H -4.21 6.22 -6.81
H -4.72 7.90 -7.14
*
```

The highest occupied orbital energy comes out at -4.7 eV. The LUMO energy comes out at 1.7 eV. The value obtained for the largest force on an atom is 0.76 eV/A.

These are the Mulliken partial charges, in e, on atoms 1 to 6: number 1, C, carries -0.835; number 2, C, carries 0.636; number 3, N, carries -0.873; number 4, C, carries -0.372; number 5, Ga, carries -0.759; number 6, O, carries -0.522

Below is 3 unconnected molecules or ions with the total composition C29H60F9N8O3S3 at a distorted geometry, with properties calculated with wB97M-V/def2-TZVPD.

ORCA input file:
```
! RIJCOSX wB97M-V def2-TZVPD def2/J DEFGRID3
* xyz 1 1
C 0.47 1.14 2.94
C 1.46 2.27 2.72
C 2.27 2.08 1.44
N 1.54 2.60 0.27
N 2.32 3.06 -0.75
C 2.89 4.26 -1.09
N 2.80 5.39 -0.41
C 2.15 5.53 0.88
C 0.63 5.74 0.78
C 3.37 6.60 -1.03
C 2.37 7.34 -1.91
C 2.01 6.60 -3.21
S 0.71 5.36 -3.04
C -0.59 5.94 -4.12
S -0.85 7.52 -4.34
N -1.33 4.88 -4.64
C -1.99 5.19 -5.91
C -1.01 5.58 -7.02
C -2.29 4.37 -3.64
C -2.75 2.94 -3.95
N 3.54 4.13 -2.26
C 3.38 2.88 -2.64
O 3.91 2.41 -3.77
N 2.62 2.18 -1.78
C 2.18 0.79 -1.87
C 1.27 0.53 -3.06
C -0.20 0.91 -2.77
C -1.20 -0.15 -3.27
C -2.30 -0.45 -2.29
F -2.80 0.75 -1.84
F -3.34 -1.11 -2.86
C -1.90 -1.16 -0.96
F -1.15 -0.34 -0.19
F -3.04 -1.43 -0.28
S -0.93 -2.79 -1.14
F -1.40 -2.97 -2.64
F -2.18 -3.63 -0.67
F -0.46 -2.67 0.37
F 0.36 -2.00 -1.60
F -0.13 -4.14 -1.26
H -0.19 1.35 3.77
H -0.16 0.99 2.06
H 0.98 0.22 3.16
H 2.18 2.26 3.54
H 0.96 3.24 2.73
H 3.22 2.60 1.52
H 2.43 1.01 1.32
H 0.81 3.26 0.51
H 2.38 4.69 1.53
H 2.57 6.40 1.36
H 0.40 6.78 0.65
H 0.15 5.40 1.70
H 0.25 5.18 -0.07
H 4.27 6.37 -1.58
H 3.66 7.26 -0.22
H 1.45 7.53 -1.36
H 2.80 8.30 -2.19
H 2.90 6.11 -3.59
H 1.71 7.32 -3.95
H -2.48 4.28 -6.23
H -2.76 5.96 -5.80
H -0.01 5.26 -6.74
H -1.30 5.14 -7.96
H -0.96 6.66 -7.13
H -1.81 4.39 -2.67
H -3.15 5.04 -3.60
H -2.55 2.25 -3.14
H -3.83 2.94 -4.10
H -2.31 2.57 -4.87
H 4.07 1.46 -3.72
H 3.08 0.19 -1.96
H 1.71 0.49 -0.94
H 1.38 -0.52 -3.31
H 1.59 1.08 -3.93
H -0.34 1.15 -1.72
H -0.39 1.83 -3.31
H -1.70 0.23 -4.15
H -0.67 -1.04 -3.59
C 1.21 -7.23 3.40
C 0.72 -6.19 2.40
C 1.77 -5.80 1.35
O 2.76 -4.91 1.83
C 3.85 -5.52 2.50
N 0.21 -5.03 3.13
H 1.89 -6.81 4.13
H 0.37 -7.65 3.95
H 1.72 -8.05 2.89
H -0.12 -6.64 1.85
H 1.25 -5.26 0.55
H 2.23 -6.68 0.90
H 4.10 -6.49 2.06
H 3.64 -5.64 3.57
H 4.71 -4.86 2.40
H -0.21 -4.38 2.47
H 1.01 -4.53 3.50
C -3.68 -6.40 7.27
C -3.06 -6.09 5.91
C -3.91 -6.57 4.72
O -3.86 -7.96 4.46
C -4.73 -8.75 5.24
N -1.70 -6.65 5.87
H -3.60 -7.45 7.53
H -3.17 -5.83 8.05
H -4.74 -6.12 7.29
H -2.98 -5.01 5.82
H -3.52 -6.09 3.82
H -4.96 -6.24 4.83
H -5.68 -8.23 5.43
H -4.28 -9.04 6.19
H -4.94 -9.66 4.67
H -1.26 -6.36 5.00
H -1.79 -7.66 5.78
*
```

The highest occupied orbital energy comes out at -10.1 eV. The LUMO energy comes out at -2.3 eV. The value obtained for the largest force on an atom is 1.76 eV/A.

These are the Mulliken partial charges, in e, on atoms 1 to 6: number 1, C, carries -1.222; number 2, C, carries -0.289; number 3, C, carries -0.678; number 4, N, carries -0.674; number 5, N, carries 0.724; number 6, C, carries 0.186

no.,Kohn-Sham gap (eV)
1,6.402
2,7.779